82
Properties=species:S:1:pos:R:3:forces:R:3 method="wB97M-V/def2-TZVPD" gap_ev="5.793 / 5.748" total_energy_ev=-61873.32186 mol_weight_g_mol=661.80 lumo_ev="-15.58 / -14.94" total_charge=+4
Pb 0.4533 0.1015 -1.0556 -0.71 0.58 0.03
C 1.2417 0.3457 -3.5222 0.04 0.20 -4.27
O 1.2490 0.4292 -4.6641 0.06 -0.28 3.95
C 2.2589 -1.3142 -0.0285 2.79 -3.39 2.43
O 2.8537 -2.0956 0.5689 -2.16 3.01 -2.32
P 1.5973 2.5033 0.1433 1.23 2.72 0.26
C 2.0278 2.7991 1.9495 -0.31 -0.91 0.27
H 2.7109 3.6670 1.9408 -0.25 -0.36 -0.39
C 3.2232 2.7050 -0.7439 0.11 -1.17 -0.34
H 3.6463 1.6855 -0.6606 0.16 0.25 -0.09
C 0.5490 3.9928 -0.2725 -0.92 -0.71 -0.03
H -0.3003 3.8722 0.4211 0.15 0.03 -0.15
C -2.7923 -2.0598 -2.2510 0.17 1.33 0.32
P -1.2917 -2.4923 -1.2227 -2.27 -2.90 -1.43
H -2.4375 -4.4724 -0.5103 0.29 0.46 -0.07
H -3.4223 -1.5004 -1.5405 0.09 -0.09 -0.21
C -0.4714 -3.7814 -2.3061 1.30 0.40 0.04
H -1.3081 -4.3398 -2.7499 -0.01 0.36 0.24
C 3.0614 3.0221 -2.2345 0.12 0.21 -0.04
H 2.5519 3.9790 -2.3993 0.22 -0.34 0.02
H 2.5346 2.2282 -2.7812 0.06 0.28 0.05
H 4.0645 3.1184 -2.6736 -0.31 -0.14 0.06
C 4.2120 3.6651 -0.0797 0.08 0.34 0.37
H 5.1155 3.7125 -0.7018 -0.23 -0.08 0.12
H 4.5213 3.3305 0.9160 -0.01 0.11 -0.23
H 3.8133 4.6831 -0.0061 0.20 -0.27 0.01
C 1.2058 5.3361 0.0545 0.43 0.29 0.15
H 1.4955 5.4278 1.1083 -0.02 -0.01 -0.28
H 0.4710 6.1304 -0.1421 0.10 -0.27 0.02
H 2.0801 5.5483 -0.5739 -0.32 -0.07 0.13
C -0.0346 3.9902 -1.6906 -0.12 0.41 -0.02
H -0.9170 4.6442 -1.6822 0.17 -0.21 -0.13
H -0.3680 2.9998 -2.0259 -0.02 -0.03 -0.05
H 0.6602 4.4038 -2.4296 -0.26 -0.20 0.17
C 0.7998 3.1745 2.7975 -0.23 0.21 0.08
H 0.7470 4.2654 2.9355 -0.10 -0.41 0.03
H 0.8489 2.7174 3.7968 0.12 0.19 -0.25
H -0.1554 2.8737 2.3427 0.15 0.06 0.09
C 2.7968 1.5941 2.5134 0.24 0.12 0.05
H 2.2167 0.6606 2.4598 -0.03 0.16 0.03
H 3.0314 1.7768 3.5742 0.03 -0.09 -0.39
H 3.7397 1.4317 1.9733 -0.16 -0.01 0.22
C -3.5821 -3.2896 -2.7223 0.04 -0.47 -0.04
H -3.8750 -3.9616 -1.9076 0.03 0.18 -0.30
H -3.0235 -3.8684 -3.4678 -0.24 0.19 0.10
H -4.5040 -2.9391 -3.2059 0.23 0.03 0.13
C -2.4689 -1.1306 -3.4191 -0.32 -0.16 -0.28
H -1.9221 -1.6503 -4.2135 -0.24 0.22 0.14
C -1.1357 -3.9922 1.1451 0.22 -0.50 0.25
H -1.8976 -0.2464 -3.1107 0.00 0.08 -0.01
H -3.4201 -0.7786 -3.8398 0.32 0.04 -0.02
C -3.4083 -2.9130 0.6246 -0.07 -0.12 -0.10
H -1.5904 -3.9421 2.1434 0.07 -0.05 -0.23
H -0.8143 -5.0360 0.9849 -0.07 0.55 0.28
H -0.2274 -3.3729 1.1537 -0.10 -0.14 0.07
C -2.1378 -3.5706 0.0565 0.29 0.52 0.88
H -3.7117 -3.4298 1.5459 0.10 0.12 -0.26
H -4.2458 -2.9940 -0.0804 0.19 0.17 0.31
H -3.2525 -1.8474 0.8535 -0.11 -0.23 0.04
C 0.4127 -4.7632 -1.5403 0.00 -0.24 0.19
H 1.1183 -4.2551 -0.8720 -0.02 -0.12 -0.10
H 1.0005 -5.3399 -2.2649 -0.12 0.09 0.18
H -0.1685 -5.4810 -0.9564 0.15 0.12 -0.08
C 0.3577 -3.1364 -3.4172 -0.14 -0.03 -0.36
H -0.2304 -2.5279 -4.1066 0.13 -0.11 0.07
H 0.8263 -3.9377 -4.0035 -0.02 0.30 0.07
H 1.1640 -2.5121 -3.0099 0.10 -0.12 0.04
H -1.8515 -1.5146 2.7304 0.10 -0.03 -0.28
H -0.1877 0.7894 2.9490 0.31 0.22 -0.29
C 0.4087 -1.3746 3.3700 0.67 -0.84 -0.07
P -1.1356 -0.2959 3.0885 -0.82 0.14 1.60
C -2.2237 0.6284 1.8232 -0.07 0.52 -0.53
C -1.7496 0.0252 4.7666 -0.05 -0.04 0.02
H 0.0763 -2.3780 3.6788 -0.01 0.37 -0.19
H 1.0156 -1.4483 2.4575 -0.28 0.00 0.21
H 1.0337 -0.9469 4.1694 -0.42 0.23 -0.27
H -3.2835 0.4400 2.0510 0.37 -0.21 0.04
H -2.0375 1.7114 1.8708 0.04 -0.38 0.21
H -2.0067 0.2925 0.7978 -0.10 -0.13 0.27
H -2.1854 -0.9011 5.1576 0.06 0.19 0.00
H -0.9022 0.3198 5.4005 -0.27 -0.04 -0.15
H -2.5139 0.8095 4.7717 0.16 -0.12 -0.01

=====

75
Properties=species:S:1:pos:R:3:forces:R:3 method="wB97M-V/def2-TZVPD" gap_ev=9.663 total_energy_ev=-53223.85756 mol_weight_g_mol=485.64 relative_energy_kj_mol=36.1 smiles="O=S1(=O)OCCO1.CNC(C)=O.C1CCOC1.C1CCOC1.C1CCOC1.C1CCOC1" lumo_ev=0.40
C 3.1942 2.8218 -4.0873 1.18 -0.30 -0.26
C 1.7759 2.5504 -3.7413 -0.13 0.45 0.69
O 1.4036 2.7681 -2.5912 -0.21 -0.21 -0.24
N 0.9039 2.0643 -4.6624 0.54 -0.09 0.74
C 1.2021 1.5714 -5.9847 -1.16 -0.27 -0.73
H 3.5017 3.8317 -3.8224 -0.38 0.16 -0.18
H 3.5033 2.5828 -5.1042 -0.17 0.21 -0.03
H 3.8175 2.2083 -3.4301 -0.20 -0.17 0.00
H 0.0899 1.7375 -4.1600 -0.24 -0.02 -0.52
H 2.2104 1.2039 -6.1467 0.08 0.09 0.27
H 0.9314 2.2942 -6.7598 0.41 0.25 0.11
H 0.5092 0.7525 -6.1964 0.25 -0.19 0.16
C -1.5075 1.4114 0.5836 -0.98 -0.06 -0.80
C -0.2095 1.3224 -0.2539 -0.07 1.16 0.26
O 0.4520 0.1411 0.1617 -0.11 -1.20 0.42
S -0.6571 -0.9986 0.4989 -0.22 2.26 -0.55
O -0.1325 -1.8596 1.5031 -0.54 0.36 -0.46
O -1.1690 -1.5058 -0.7528 0.21 0.38 1.41
O -1.6886 0.1325 1.1656 0.86 -2.53 0.01
H -2.4118 1.5961 -0.0056 0.33 0.05 -0.27
H -1.5477 2.1476 1.3887 0.65 -0.14 0.03
H 0.4167 2.1776 -0.0069 0.28 -0.21 -0.09
H -0.3199 1.3205 -1.3359 -0.38 -0.07 0.05
C -0.9885 -0.8506 5.9867 1.09 -0.17 0.36
C -0.7625 -1.3762 4.5793 0.00 1.10 -0.29
C -1.4753 -2.6942 4.5699 0.12 0.05 1.22
O -2.6059 -2.4977 5.4586 -0.18 -0.10 -0.52
C -2.3409 -1.4310 6.3601 0.22 0.63 0.15
H -0.9057 0.2326 6.0927 -0.32 0.02 -0.24
H -0.1833 -1.2276 6.6294 -0.22 -0.21 0.08
H 0.2932 -1.4211 4.3160 -0.09 -0.11 -0.13
H -1.2775 -0.7047 3.8839 0.20 -0.07 -0.16
H -0.8653 -3.4661 5.0479 0.15 -0.19 -0.36
H -1.7483 -2.9713 3.5560 -0.49 -0.25 0.18
H -2.3245 -1.7425 7.4072 -0.21 -0.41 -0.09
H -3.0946 -0.6424 6.2771 -0.28 -0.26 -0.18
C -4.1804 -0.8406 -2.9540 0.71 -0.38 0.78
C -4.5970 -1.8082 -1.8348 -0.97 -0.89 -0.35
C -5.1841 -0.8832 -0.8017 0.79 0.98 0.97
O -4.2346 0.2028 -0.8064 -0.07 0.47 -0.41
C -3.8887 0.4522 -2.1542 -0.73 1.05 -1.19
H -4.9991 -0.7324 -3.6608 0.06 0.25 -0.07
H -3.3146 -1.2649 -3.4597 0.04 0.26 -0.18
H -3.7675 -2.4046 -1.4614 0.13 0.27 0.17
H -5.3454 -2.5118 -2.2136 0.06 -0.01 0.09
H -5.1944 -1.1207 0.2641 -0.01 -0.85 -0.25
H -6.2017 -0.5419 -1.0313 0.12 0.10 -0.39
H -2.9253 0.9588 -2.2673 0.59 -0.98 0.50
H -4.4866 1.2699 -2.5920 -0.66 -0.22 0.32
C 1.6791 -1.8341 -4.1171 -0.83 -0.18 -0.74
C 2.6068 -1.0482 -3.1943 -1.06 0.24 0.72
C 2.6690 -1.9237 -1.9369 0.40 -0.65 0.14
O 2.3282 -3.2285 -2.3886 0.37 -0.58 0.22
C 1.2556 -3.0652 -3.2951 0.62 0.67 -0.13
H 2.1480 -2.1211 -5.0607 0.25 -0.17 0.20
H 0.7862 -1.2830 -4.4351 0.12 0.19 0.22
H 2.0745 -0.1344 -2.9154 0.66 0.36 -0.19
H 3.5897 -0.8936 -3.6277 -0.01 0.27 0.04
H 1.9909 -1.6523 -1.1206 -0.24 0.39 -0.33
H 3.6582 -1.9627 -1.4772 0.05 -0.13 -0.20
H 0.3469 -2.8692 -2.7130 -0.16 -0.14 -0.30
H 1.1831 -3.9323 -3.9479 -0.19 -0.24 0.37
C 2.2273 0.8808 3.7532 0.00 -0.70 0.85
C 2.9992 1.6182 2.6798 0.79 1.08 0.26
C 3.3908 2.9622 3.3808 -1.06 0.06 -0.82
O 2.8151 2.9809 4.6772 0.25 -0.38 0.15
C 2.4420 1.6531 5.0532 -0.20 0.85 0.12
H 2.5873 -0.1281 3.9690 -0.19 -0.14 -0.60
H 1.1520 0.8504 3.5842 0.07 -0.14 -0.35
H 2.4528 1.8784 1.7756 -0.29 -0.40 0.05
H 3.9202 1.1297 2.3627 -0.15 -0.31 0.08
H 2.8770 3.7821 2.8699 0.48 0.12 -0.17
H 4.4715 3.1141 3.3286 0.01 0.09 0.52
H 1.4898 1.7034 5.5885 0.15 0.17 0.17
H 3.1886 1.2683 5.7554 0.10 -0.33 -0.31

=====

78
Properties=species:S:1:pos:R:3:forces:R:3 method="wB97M-V/def2-TZVPD" gap_ev="2.968 / 2.833" total_energy_ev=-501167.44556 spin_multiplicity=4 mol_weight_g_mol=1060.90 relative_energy_kj_mol=98.5 lumo_ev="-15.38 / -15.23" total_charge=+4 s_squared=3.93
Mn 0.7071 -0.7734 0.1564 -1.56 -1.74 -0.37
C 0.0337 0.1221 3.0207 -0.66 0.64 0.54
N 1.0798 -0.7110 2.4075 0.04 0.39 -0.88
C 1.1547 -1.9922 3.1314 0.01 -0.85 0.07
C 2.3491 -0.0083 2.4959 0.04 0.19 0.37
C 2.9206 0.4577 3.6616 -0.73 -0.42 -0.32
C 4.1284 1.1546 3.6133 0.00 -0.02 -0.07
C 4.7511 1.4153 2.3965 0.14 -0.08 -0.72
C 4.2132 0.9301 1.2242 0.74 0.32 0.10
C 3.0357 0.1555 1.2668 -0.74 -0.51 -0.21
N 2.4750 -0.4868 0.1871 3.83 0.61 0.20
C 3.2865 -0.8709 -0.8593 -1.19 0.27 0.23
C 4.6595 -1.1594 -0.7771 0.83 -0.09 -0.13
C 5.3389 -1.5484 -1.9148 0.05 0.26 0.79
C 4.6704 -1.6522 -3.1304 -0.07 0.07 0.02
C 3.2950 -1.4163 -3.2138 -0.77 0.11 0.24
C 2.5973 -1.0565 -2.0816 0.06 -0.28 -0.17
N 1.1835 -0.7436 -2.0043 0.17 -0.06 0.86
C 0.3862 -1.5882 -2.8945 -0.54 -0.71 -0.44
C 1.0018 0.6739 -2.3608 -0.05 1.12 -0.25
H 0.2056 0.2352 4.0935 0.07 -0.08 -0.03
H -0.9359 -0.3550 2.8940 0.02 0.02 -0.07
H 0.0372 1.1165 2.5730 -0.11 -0.07 -0.03
H 1.2673 -1.8331 4.2050 -0.02 0.19 -0.02
H 2.0100 -2.5700 2.7912 -0.02 -0.01 -0.01
H 0.2415 -2.5626 2.9702 -0.03 0.04 -0.05
H 2.4528 0.2977 4.6193 -0.13 -0.05 0.13
H 4.5684 1.5192 4.5289 0.05 0.06 0.16
H 5.6581 1.9984 2.3676 0.08 0.13 -0.02
H 4.6655 1.1692 0.2725 0.02 0.11 -0.05
H 5.1581 -1.1340 0.1805 0.11 -0.08 0.05
H 6.3907 -1.7773 -1.8541 0.14 -0.08 0.01
H 5.2178 -1.9335 -4.0188 0.02 -0.05 -0.11
H 2.8090 -1.5189 -4.1686 -0.15 -0.02 -0.17
H 0.5776 -1.3520 -3.9448 0.04 0.14 0.11
H -0.6723 -1.4188 -2.7093 -0.01 0.07 0.03
H 0.6265 -2.6362 -2.7274 -0.06 0.00 0.04
H 1.4429 0.8843 -3.3394 0.07 -0.13 0.02
H 1.4873 1.3277 -1.6279 -0.12 -0.06 -0.06
H -0.0562 0.9136 -2.4271 -0.11 0.00 0.14
Br -1.5931 0.4438 0.0903 0.61 -1.20 0.00
B -2.8075 2.0196 0.0468 -1.18 2.04 -0.16
B -4.1934 2.3057 1.1581 -0.03 -0.01 -0.23
C -4.2741 4.0101 1.2866 0.32 -0.22 -0.34
B -2.7242 3.3095 1.2725 0.10 0.05 -0.46
B -3.0513 4.8703 0.4645 -0.08 -0.15 0.01
B -4.7166 4.8406 -0.1219 0.20 -0.25 -0.30
B -5.4245 3.2643 0.2857 0.11 0.01 0.05
B -4.5165 1.9328 -0.5438 0.37 -0.24 -0.71
Br -5.2948 0.2515 -1.1507 0.18 0.38 0.24
B -4.8620 3.5580 -1.3974 0.07 -0.37 -0.07
Br -6.0747 3.6849 -2.9169 0.49 -0.08 0.85
B -3.3296 4.5770 -1.2757 0.36 0.22 -0.65
Br -2.7930 5.8200 -2.6843 -0.21 -0.53 0.80
B -2.0869 3.6083 -0.3604 -0.64 -0.65 -0.42
Br -0.1789 3.6983 -0.7035 0.16 0.15 0.03
B -3.2177 2.7545 -1.5554 0.28 -0.02 0.52
Br -2.5631 1.9737 -3.2173 -0.09 0.12 0.25
H -4.4975 1.6233 2.0558 -0.11 -0.18 0.14
H -4.6239 4.4223 2.2231 0.01 -0.04 0.00
H -2.0499 3.2819 2.2237 0.17 -0.03 0.30
H -2.5976 5.8521 0.8964 0.10 0.25 0.09
H -5.3555 5.8124 -0.0864 -0.22 0.22 0.01
H -6.5431 3.1980 0.6020 -0.28 -0.08 0.06
S 1.8498 -5.2142 0.3027 -0.26 0.80 -0.05
C 1.9792 -3.5249 0.3895 0.29 -0.27 -0.02
N 0.8956 -2.8166 0.1086 0.46 0.88 0.12
C -0.1523 -3.6627 -0.2316 -1.05 -0.69 -0.26
C -1.4470 -3.3091 -0.6265 0.14 0.04 0.06
C -2.3436 -4.3022 -0.9741 0.20 0.30 0.10
C -1.9894 -5.6497 -0.9172 0.51 -0.16 0.16
C -0.7202 -6.0288 -0.5106 -0.26 0.06 -0.09
C 0.1901 -5.0300 -0.1813 0.09 0.37 0.02
H 2.9181 -3.0713 0.6576 0.09 0.03 0.07
H -1.7460 -2.2716 -0.6639 -0.14 0.11 -0.03
H -3.3346 -4.0315 -1.2967 -0.17 0.07 -0.02
H -2.7063 -6.4046 -1.1922 -0.11 -0.13 -0.03
H -0.4415 -7.0690 -0.4573 0.02 -0.15 -0.01

=====

28
Properties=species:S:1:pos:R:3:forces:R:3 method="wB97M-V/def2-TZVPD" gap_ev=8.509 total_energy_ev=-25430.57942 mol_weight_g_mol=199.30 relative_energy_kj_mol=167.7 smiles="C=C/C(C)=[NH+]/C(=O)[C@H]1C[C@@H](S)CN1" lumo_ev=-4.59 total_charge=+1
C -0.4896 -1.4088 0.8472 -0.40 -1.41 -0.98
C 1.5085 2.0831 1.3842 0.60 0.12 -0.08
C 2.1271 1.0582 0.8097 1.06 -1.00 -0.93
C -2.0767 -0.7561 -0.9098 0.00 -4.06 -0.03
C -0.7539 1.1626 -1.1572 1.86 0.89 1.20
C -0.6097 -1.1923 -0.7053 -1.20 1.07 1.31
C -2.0589 0.6867 -0.6144 -1.67 1.83 0.72
C 1.5304 -0.2747 0.6013 -0.53 1.51 0.88
C 2.2549 -1.3194 -0.1096 -1.80 -0.34 -0.35
N 0.5545 -0.6436 1.3978 -1.35 1.20 2.31
N 0.1377 -0.0043 -1.1122 1.06 -0.97 -1.23
O -1.2250 -2.1079 1.4698 0.31 0.29 -0.05
S -2.1916 1.1500 1.2286 1.27 0.65 -1.64
H 2.0997 3.0698 1.3393 -1.72 -1.41 0.69
H 0.5191 1.7894 1.8345 0.97 1.67 -0.35
H 3.1369 1.0915 0.3842 -0.39 0.52 0.09
H -2.2680 -1.0303 -1.9351 -0.25 0.83 -0.83
H -2.7058 -1.5783 -0.4339 0.27 1.84 0.27
H -0.8014 1.6517 -2.1146 -0.14 -0.32 -0.67
H -0.2560 1.9306 -0.5162 -0.58 -0.27 -0.21
H -0.3565 -2.1163 -1.2015 0.19 -0.09 -0.28
H -2.8574 1.2400 -1.1267 0.04 -0.29 0.37
H 1.8558 -2.3144 -0.0175 -0.64 -0.24 0.10
H 3.1508 -1.3780 0.3842 2.88 0.00 0.51
H 2.2140 -1.0124 -1.1141 1.28 -0.04 -1.33
H 0.1456 0.0456 2.0927 0.82 -1.13 -0.97
H 0.6024 -0.1796 -2.0198 -0.32 0.33 0.78
H -3.1871 0.3572 1.3145 -1.62 -1.16 0.71